(1)
This record from OMol25 describes an isolated ion of composition C9H11N2O2 and charge -1. The level of theory is ωB97M-V with the def2-TZVPD basis set.

The LUMO energy (alpha / beta) is 3.69 / 3.30 eV. The calculation puts the gap between HOMO and LUMO (alpha / beta) at 6.97 / 6.46 eV. Its energy above the lowest of the compared OMol25 structures with the same formula, charge and spin is 584.5 kJ/mol.

Structure (ORCA input):
```
! wB97M-V def2-TZVPD RIJCOSX def2/J DEFGRID3
* xyz -1 1
C 0.405 -2.572 -0.267
C -1.059 -2.550 -0.110
C 1.325 -1.675 -0.379
C -0.619 0.281 -0.796
C -2.048 -1.639 -0.252
C 2.330 -0.855 -0.556
C -2.903 1.675 0.782
C 4.062 0.432 -0.094
C -3.009 0.504 -0.240
N 3.139 -0.530 0.421
N -1.758 -0.245 -0.583
O -0.134 1.317 -1.122
O -3.276 -1.896 -0.002
H 0.876 -3.560 -0.297
H -1.525 -3.553 0.181
H 2.508 -0.456 -1.658
H -3.308 2.572 0.296
H -3.520 1.370 1.582
H -1.768 1.738 1.084
H 5.071 0.260 0.570
H 3.800 1.556 0.113
H 4.360 0.379 -1.126
H -3.628 -0.257 0.062
H -3.360 0.901 -1.277
*
```

***

(2)
This record from OMol25 describes C16H35F3N5O6S as an isolated structure. The level of theory is ωB97M-V with the def2-TZVPD basis set.

The LUMO energy is -8.35 eV. The calculation puts the gap between HOMO and LUMO at 8.66 eV.

Structure (ORCA input):
```
! wB97M-V def2-TZVPD RIJCOSX def2/J DEFGRID3
* xyz 3 1
C -0.626 2.029 1.675
C -1.053 3.234 2.551
O -1.321 4.326 2.094
N -1.105 2.992 4.072
H -1.308 3.879 4.512
H -1.912 2.401 4.209
C 0.271 2.465 4.619
H 0.438 2.262 1.643
H -1.048 1.925 0.675
H -0.710 1.061 2.168
H 0.230 2.291 5.695
H 0.884 3.347 4.431
H 0.802 1.674 4.090
C 1.976 0.517 -2.146
C 1.954 -0.510 -3.314
O 2.105 -0.253 -4.504
N 1.927 -2.001 -2.837
H 2.226 -2.579 -3.610
H 2.623 -2.198 -2.133
C 0.516 -2.491 -2.365
H 3.031 0.640 -1.902
H 1.382 0.280 -1.264
H 1.623 1.461 -2.561
H 0.323 -1.985 -1.419
H 0.384 -3.534 -2.079
H -0.199 -2.128 -3.104
C 0.570 -1.970 2.739
C 0.198 -0.901 3.794
O -0.564 0.020 3.618
N 0.939 -1.085 5.135
H 1.860 -1.365 4.830
H 1.067 -0.145 5.482
C 0.394 -2.192 6.055
H -0.390 -2.315 2.353
H 1.281 -2.702 3.122
H 1.086 -1.434 1.943
H 0.272 -3.109 5.478
H -0.508 -1.816 6.538
H 1.106 -2.502 6.819
C 0.926 1.310 -6.051
C -0.427 1.065 -5.536
N -0.581 0.729 -4.173
C -0.266 1.639 -3.120
C -0.896 1.176 -1.942
N -1.567 0.027 -2.324
C -1.382 -0.237 -3.639
C -2.340 -0.876 -1.438
H 0.804 1.635 -7.084
H 1.650 0.506 -5.915
H 1.281 2.137 -5.436
H -0.679 0.138 -6.052
H -1.183 1.801 -5.809
H 0.199 2.597 -3.302
H -1.017 1.507 -0.921
H -1.719 -1.065 -4.244
H -2.185 -0.542 -0.412
H -1.783 -1.806 -1.318
H -3.325 -1.043 -1.873
C -1.419 -0.619 0.951
F -1.449 -1.138 2.265
F -2.671 -0.777 0.408
F -1.326 0.693 0.944
S -0.037 -1.520 -0.115
O 0.411 -0.453 -1.013
O 0.896 -1.794 0.910
O -0.639 -2.676 -0.863
*
```

***

(3)
This record from OMol25 describes a 10-piece molecular cluster, C23H49Cl2N3O24 overall. The level of theory is ωB97M-V with the def2-TZVPD basis set.

The LUMO energy is 0.30 eV. As for the structure (SMILES): C[N+](=O)[O-].C[N+](=O)[O-].C[N+](=O)[O-].COC(=O)OC.COC(=O)OC.COC(=O)OC.COC(=O)OC.COC(=O)OC.COC(=O)OC.ClCCCl. The calculation puts the gap between HOMO and LUMO at 10.81 eV. Its energy above the lowest of the compared OMol25 structures with the same formula, charge and spin is 239.3 kJ/mol.

Structure (ORCA input):
```
! wB97M-V def2-TZVPD RIJCOSX def2/J DEFGRID3
* xyz 0 1
Cl 1.462 -1.712 -4.599
C 2.973 -1.342 -5.467
C 3.939 -2.442 -5.102
Cl 3.345 -3.982 -5.827
H 3.273 -0.395 -5.018
H 2.756 -1.217 -6.525
H 4.187 -2.655 -4.065
H 4.850 -2.264 -5.675
C -4.977 2.708 -0.606
N -4.578 3.239 -1.982
O -3.466 3.672 -2.177
O -5.475 3.133 -2.797
H -4.217 1.987 -0.307
H -5.920 2.168 -0.641
H -5.059 3.519 0.115
C -2.379 -3.073 3.154
N -3.256 -4.130 2.626
O -4.282 -4.365 3.228
O -2.960 -4.545 1.525
H -2.878 -2.620 4.008
H -2.296 -2.333 2.359
H -1.427 -3.526 3.422
C 1.515 -0.882 4.227
N 0.102 -0.439 4.169
O -0.624 -0.910 5.009
O -0.250 0.395 3.337
H 1.698 -1.266 5.225
H 2.109 0.013 4.038
H 1.641 -1.519 3.352
C 1.969 1.720 -0.179
O 3.186 2.482 -0.247
C 3.139 3.719 -0.760
O 2.160 4.237 -1.197
O 4.377 4.234 -0.683
C 4.542 5.605 -0.966
H 1.559 1.598 -1.182
H 1.218 2.211 0.439
H 2.113 0.711 0.203
H 5.589 5.872 -0.842
H 3.994 6.235 -0.263
H 4.116 5.813 -1.947
C -5.709 0.707 7.169
O -5.203 -0.110 6.163
C -4.778 0.383 5.023
O -4.568 1.561 4.833
O -4.663 -0.645 4.169
C -4.380 -0.360 2.802
H -5.003 1.078 7.911
H -6.437 0.085 7.693
H -6.377 1.487 6.799
H -5.147 0.248 2.323
H -4.245 -1.267 2.216
H -3.398 0.114 2.756
C 1.843 4.154 2.723
O 2.280 2.824 3.007
C 3.565 2.476 2.961
O 4.020 1.535 3.583
O 4.317 3.322 2.230
C 5.690 3.008 2.016
H 0.756 4.200 2.733
H 2.215 4.501 1.759
H 2.136 4.936 3.426
H 5.727 2.238 1.243
H 6.170 2.635 2.919
H 6.297 3.784 1.552
C -2.605 -2.381 -4.820
O -2.751 -2.529 -6.242
C -2.288 -3.698 -6.731
O -1.729 -4.619 -6.181
O -2.445 -3.596 -8.078
C -2.149 -4.708 -8.876
H -1.649 -1.997 -4.465
H -2.847 -3.289 -4.268
H -3.352 -1.669 -4.472
H -1.277 -5.240 -8.492
H -2.033 -4.497 -9.937
H -2.930 -5.467 -8.790
C -1.714 2.469 1.274
O -1.456 1.819 0.036
C -1.428 0.436 -0.062
O -1.727 -0.332 0.794
O -0.963 0.137 -1.277
C -0.659 -1.206 -1.442
H -2.540 2.099 1.886
H -2.033 3.489 1.061
H -0.917 2.546 2.014
H -1.549 -1.831 -1.354
H 0.207 -1.507 -0.855
H -0.434 -1.276 -2.507
C 1.724 -3.549 1.019
O 2.425 -2.349 1.007
C 3.211 -2.051 -0.080
O 3.140 -2.554 -1.202
O 4.050 -1.108 0.205
C 5.078 -0.673 -0.716
H 1.001 -3.560 0.203
H 1.313 -3.821 1.990
H 2.407 -4.378 0.817
H 4.707 -0.692 -1.740
H 5.963 -1.304 -0.651
H 5.370 0.343 -0.460
*
```

***

(4)
This record from OMol25 describes C34H41N6 as an isolated structure. The level of theory is ωB97M-V with the def2-TZVPD basis set.

The LUMO energy is -3.83 eV. The calculation puts the gap between HOMO and LUMO at 5.92 eV. Its energy above the lowest of the compared OMol25 structures with the same formula, charge and spin is 96.0 kJ/mol.

Structure (ORCA input):
```
! wB97M-V def2-TZVPD RIJCOSX def2/J DEFGRID3
* xyz 1 1
C -6.883 -5.109 3.697
C -7.175 -3.738 3.848
C -6.613 -2.805 2.982
C -5.699 -3.224 1.976
C -5.011 -2.275 1.128
C -5.346 -0.964 0.821
N -4.385 -0.527 -0.020
C -4.254 0.764 -0.671
C -3.007 1.489 -0.161
C -2.866 2.932 -0.643
C -1.385 3.083 -1.017
C -0.919 1.640 -1.271
N -1.802 0.826 -0.574
N -3.451 -1.511 -0.208
N -3.834 -2.559 0.474
C -5.446 -4.602 1.808
C -6.040 -5.534 2.654
H -7.316 -5.834 4.385
H -7.839 -3.409 4.646
H -6.846 -1.739 3.075
H -6.157 -0.353 1.163
H -4.153 0.627 -1.769
H -5.157 1.345 -0.445
H -3.073 1.492 0.942
H -3.504 3.104 -1.518
H -3.163 3.618 0.154
H -1.202 3.745 -1.862
H -0.850 3.491 -0.151
H -0.834 1.382 -2.344
H 0.189 1.460 -0.789
H -1.831 -0.185 -0.706
H -4.779 -4.915 1.004
H -5.843 -6.597 2.508
C 5.727 2.596 -4.735
N 4.944 3.463 -3.888
C 4.745 4.772 -4.476
C 4.190 5.769 -3.475
C 2.950 5.213 -2.787
C 3.128 3.801 -2.341
C 4.186 3.000 -2.852
C 4.396 1.715 -2.292
C 3.542 1.221 -1.320
C 2.379 1.933 -0.957
C 1.276 1.395 -0.105
C 1.385 -0.001 0.383
C 0.978 -0.278 1.688
C 1.184 -1.519 2.254
C 1.791 -2.546 1.473
N 2.192 -3.702 2.071
C 2.812 -4.746 1.281
C 1.716 -4.082 3.386
C 1.614 -2.888 4.323
C 0.863 -1.722 3.690
C 2.014 -2.321 0.093
C 1.783 -1.067 -0.445
C 2.237 3.242 -1.438
H 5.924 1.626 -4.276
H 5.238 2.425 -5.707
H 6.687 3.085 -4.939
H 5.722 5.099 -4.860
H 4.058 4.683 -5.341
H 4.957 5.990 -2.727
H 3.955 6.698 -4.000
H 2.710 5.843 -1.922
H 2.097 5.291 -3.478
H 5.228 1.106 -2.627
H 3.780 0.265 -0.866
H 1.114 2.078 0.745
H 0.532 0.525 2.282
H 3.750 -4.390 0.835
H 3.046 -5.585 1.943
H 2.162 -5.100 0.465
H 0.717 -4.558 3.307
H 2.412 -4.833 3.779
H 1.111 -3.194 5.241
H 2.620 -2.556 4.595
H 1.096 -0.804 4.247
H -0.221 -1.887 3.787
H 2.403 -3.128 -0.534
H 1.951 -0.892 -1.507
H 1.397 3.848 -1.089
*
```

***

(5)
This record from OMol25 describes a 2-piece molecular cluster, C3H7F2N overall. The level of theory is ωB97M-V with the def2-TZVPD basis set.

The LUMO energy (alpha / beta) is 0.60 / -0.10 eV. The calculation puts the gap between HOMO and LUMO (alpha / beta) at 10.50 / 7.73 eV. Its energy above the lowest of the compared OMol25 structures with the same formula, charge and spin is 679.9 kJ/mol.

Structure (ORCA input):
```
! wB97M-V def2-TZVPD RIJCOSX def2/J DEFGRID3
* xyz 0 1
C 0.155 0.242 1.563
C -0.492 0.956 -0.813
C 0.409 0.303 0.135
N 0.429 -2.058 -0.717
F -0.869 -2.154 -0.836
F 0.750 -1.742 -2.029
H -0.777 0.081 1.987
H 0.666 -0.520 2.090
H 0.503 1.151 2.000
H -1.507 0.518 -0.839
H -0.214 0.915 -1.858
H -0.552 2.142 -0.683
H 1.500 0.168 -0.001
*
```

***

(6)
This record from OMol25 describes C35H50CoNO7S3SiTe as an isolated structure. The level of theory is ωB97M-V with the def2-TZVPD basis set.

The LUMO energy (alpha / beta) is 2.09 / 0.09 eV. The calculation puts the gap between HOMO and LUMO (alpha / beta) at 7.72 / 5.72 eV. Its energy above the lowest of the compared OMol25 structures with the same formula, charge and spin is 8.8 kJ/mol. The expectation value of S² is 8.7712.

Structure (ORCA input):
```
! wB97M-V def2-TZVPD RIJCOSX def2/J DEFGRID3
* xyz -1 6
Co 0.894 -1.538 -2.817
C -0.938 -3.207 1.913
C -0.927 -1.860 1.198
C 0.339 -1.095 1.549
C -2.159 -1.043 1.576
O -0.889 -2.040 -0.220
Si -1.865 -2.757 -1.308
S -0.851 -3.014 -3.111
O -2.381 -4.167 -0.644
C -3.000 -5.311 -1.229
C -1.918 -6.259 -1.736
C -3.939 -4.906 -2.361
C -3.788 -5.970 -0.100
O -3.252 -1.876 -1.450
C -3.509 -0.619 -2.083
C -3.875 -0.879 -3.541
C -4.699 -0.022 -1.335
C -2.314 0.327 -1.989
H -0.886 -3.046 2.993
H -0.075 -3.798 1.606
H -1.840 -3.771 1.681
H 0.417 -0.935 2.628
H 0.323 -0.124 1.055
H 1.211 -1.645 1.198
H -2.175 -0.862 2.653
H -3.075 -1.566 1.294
H -2.139 -0.077 1.068
H -1.329 -5.790 -2.523
H -2.370 -7.173 -2.128
H -1.246 -6.525 -0.918
H -3.382 -4.450 -3.181
H -4.674 -4.184 -2.002
H -4.461 -5.783 -2.750
H -3.120 -6.203 0.730
H -4.256 -6.895 -0.443
H -4.566 -5.296 0.261
H -4.737 -1.548 -3.593
H -3.039 -1.348 -4.060
H -4.126 0.055 -4.050
H -5.534 -0.724 -1.345
H -5.018 0.912 -1.802
H -4.429 0.179 -0.297
H -1.470 -0.053 -2.565
H -1.996 0.446 -0.953
H -2.585 1.309 -2.384
O 2.328 -2.369 -4.118
S 2.430 -1.409 -5.236
O 2.394 -2.010 -6.535
O 3.370 -0.339 -5.014
S 0.590 -0.385 -4.873
C 1.698 0.942 6.457
C 1.557 1.366 5.022
C 2.512 1.027 4.076
C 2.390 1.401 2.740
C 3.430 0.939 1.763
C 1.274 2.149 2.348
Te 1.072 2.707 0.319
N 1.549 -0.081 -1.598
C 2.639 -0.787 -1.323
O 2.481 -1.986 -0.962
C 3.993 -0.195 -1.512
C 5.109 -1.010 -1.366
C 6.375 -0.478 -1.545
C 6.526 0.861 -1.875
C 5.411 1.673 -2.029
C 4.143 1.146 -1.848
C 0.780 4.761 0.749
C 1.440 5.336 1.831
C 1.233 6.664 2.167
C 0.370 7.436 1.405
C -0.274 6.872 0.316
C -0.086 5.535 -0.029
C -0.820 4.959 -1.207
C 0.274 2.469 3.277
C -0.986 3.203 2.914
C 0.446 2.082 4.602
H 2.679 0.505 6.645
H 0.946 0.195 6.720
H 1.568 1.788 7.134
H 3.376 0.443 4.376
H 4.246 0.435 2.281
H 3.839 1.766 1.180
H 3.007 0.231 1.047
H 4.960 -2.053 -1.122
H 7.248 -1.111 -1.438
H 7.518 1.273 -2.019
H 5.530 2.716 -2.294
H 3.263 1.763 -1.969
H 2.112 4.729 2.427
H 1.749 7.092 3.018
H 0.201 8.477 1.654
H -0.945 7.475 -0.284
H -1.390 5.733 -1.721
H -1.508 4.170 -0.893
H -0.140 4.507 -1.932
H -1.307 2.972 1.898
H -0.843 4.285 2.970
H -1.788 2.930 3.599
H -0.329 2.332 5.321
*
```

***

(7)
This record from OMol25 describes an isolated ion of composition C8H12N3 and charge +1. The level of theory is ωB97M-V with the def2-TZVPD basis set.

The LUMO energy is -3.91 eV. As for the structure (SMILES): CC(=[NH2+])Cc1cccnc1N. The calculation puts the gap between HOMO and LUMO at 8.70 eV. Its energy above the lowest of the compared OMol25 structures with the same formula, charge and spin is 175.8 kJ/mol.

Structure (ORCA input):
```
! wB97M-V def2-TZVPD RIJCOSX def2/J DEFGRID3
* xyz 1 1
C 3.187 0.898 -0.420
C 1.939 1.395 0.047
C 3.418 -0.447 -0.516
C 1.018 0.450 0.325
C 1.357 -0.979 0.308
C -0.321 0.882 0.814
C -1.265 0.244 -0.327
C -1.804 -1.101 -0.154
N 2.529 -1.425 -0.082
N 0.514 -1.929 0.784
N -1.379 1.028 -1.385
H 3.910 1.657 -0.772
H 1.655 2.382 -0.081
H 4.367 -0.969 -1.001
H -0.396 0.439 1.744
H -0.317 1.941 0.875
H -0.770 -1.717 0.052
H -2.333 -1.476 -0.980
H -2.213 -1.233 0.829
H 0.303 -1.872 1.766
H -1.004 1.923 -1.577
H -1.584 0.486 -2.235
H 0.909 -2.832 0.588
*
```

***

(8)
This record from OMol25 describes a 2-piece molecular cluster, CHF2O5S2 overall. The level of theory is ωB97M-V with the def2-TZVPD basis set.

The LUMO energy is 0.90 eV. The calculation puts the gap between HOMO and LUMO at 4.47 eV. Its energy above the lowest of the compared OMol25 structures with the same formula, charge and spin is 0.0 kJ/mol.

Structure (ORCA input):
```
! wB97M-V def2-TZVPD RIJCOSX def2/J DEFGRID3
* xyz -1 1
C 2.204 -0.029 0.417
O -2.421 -0.385 1.298
O -0.100 0.564 -0.856
O 1.403 2.441 -0.743
O -3.727 0.221 -0.764
O -3.343 -2.168 -0.144
F 2.311 -1.307 -0.079
F 3.571 0.418 0.427
S 1.236 1.081 -1.055
S -3.006 -0.764 0.026
H 1.870 -0.072 1.473
*
```

***

(9)
This record from OMol25 describes C14H24Cl6O19S4 as an isolated structure. The level of theory is ωB97M-V with the def2-TZVPD basis set.

The LUMO energy is 0.19 eV. The calculation puts the gap between HOMO and LUMO at 11.17 eV. Its energy above the lowest of the compared OMol25 structures with the same formula, charge and spin is 246.9 kJ/mol.

Structure (ORCA input):
```
! wB97M-V def2-TZVPD RIJCOSX def2/J DEFGRID3
* xyz 0 1
C 0.609 -3.420 -3.837
Cl 0.613 -5.118 -4.428
Cl 0.834 -2.306 -5.154
Cl 1.858 -3.138 -2.678
H -0.398 -3.352 -3.426
C 6.585 -1.348 0.972
Cl 4.839 -1.736 1.238
Cl 6.694 0.173 0.215
Cl 7.354 -2.762 0.168
H 7.022 -1.448 1.965
C 0.693 4.946 -1.189
C -0.142 5.122 0.135
C -1.646 5.456 0.024
O -2.300 4.683 0.949
C -1.442 3.682 1.312
O -1.885 2.732 2.021
O -0.154 3.864 0.746
H 0.525 5.843 -1.785
H 0.176 4.192 -1.782
H 1.744 4.811 -0.936
H 0.281 5.964 0.683
H -1.976 5.304 -1.004
H -1.884 6.480 0.312
C -0.108 0.092 4.674
C 0.194 -1.028 5.601
O 1.355 -0.576 6.247
S 2.307 0.404 5.356
O 3.472 -0.368 4.909
O 2.612 1.647 6.025
O 1.141 0.652 4.260
H -0.741 0.864 5.111
H -0.579 -0.223 3.743
H 0.482 -1.908 5.026
H -0.532 -1.224 6.390
C 1.317 -0.271 1.066
C 1.709 -1.022 -0.181
O 0.783 -0.651 -1.096
S 0.093 0.849 -0.708
O -1.366 0.713 -0.459
O 0.580 1.879 -1.619
O 0.781 0.940 0.749
H 2.169 -0.221 1.745
H 0.478 -0.669 1.636
H 1.572 -2.067 0.095
H 2.757 -0.810 -0.392
C -2.506 0.681 -3.589
C -1.833 1.146 -4.859
O -1.597 0.023 -5.527
S -2.940 -0.980 -5.376
O -2.668 -2.359 -5.599
O -4.160 -0.417 -6.075
O -2.954 -0.625 -3.808
H -3.234 1.380 -3.179
H -1.779 0.531 -2.791
H -0.812 1.475 -4.667
H -2.390 2.011 -5.220
C -2.153 -3.152 -0.319
C -2.220 -4.577 0.266
O -1.992 -4.390 1.638
S -1.602 -2.895 2.134
O -0.420 -2.889 2.960
O -2.762 -2.155 2.616
O -1.252 -2.611 0.598
H -3.076 -2.585 -0.438
H -1.705 -3.004 -1.302
H -1.331 -5.082 -0.111
H -3.089 -5.154 -0.053
*
```

***

(10)
This record from OMol25 describes C4H6O2 as an isolated structure. The level of theory is ωB97M-V with the def2-TZVPD basis set.

The LUMO energy is 0.90 eV. The calculation puts the gap between HOMO and LUMO at 10.81 eV. Its energy above the lowest of the compared OMol25 structures with the same formula, charge and spin is 153.5 kJ/mol.

Structure (ORCA input):
```
! wB97M-V def2-TZVPD RIJCOSX def2/J DEFGRID3
* xyz 0 1
O -0.902 -0.329 -1.872
C 0.038 0.070 -0.947
C -0.337 0.935 0.306
C 0.725 0.063 1.152
C 0.305 -0.945 0.125
O -0.291 -1.992 0.245
H -1.233 -1.171 -1.510
H 0.933 0.495 -1.414
H -0.227 2.017 0.163
H -1.379 0.717 0.572
H 0.625 -0.295 2.183
H 1.743 0.437 0.996
*
```